DFT (wB97M-V/def2-TZVPD) results for C31H55Br2N5Si4Ti as an isolated structure in a non-equilibrium geometry.

Calculated values
calculated total energy = -8643.43025 Ha
energy relative to the best compared isomer or geometry (same formula, charge and spin) = 0.0000 eV
molar mass = 817.835 g mol⁻¹
HOMO (spin up / spin down) = -10.43 / -10.90 eV
net charge = +1
frontier orbital gap (spin up / spin down) = 6.97 / 7.45 eV
spin multiplicity = 2

Last column: Mulliken charge in e.
CARTESIAN COORDINATES (ANGSTROEM)
Br (4.26234, 3.69943, 2.12935)  -0.061
Br (5.60439, -1.99840, -2.21780)  -0.107
Ti (-0.62748, -0.76225, 0.48575)  -0.527
Si (-0.47278, -3.99334, 1.71204)  0.579
Si (1.20576, 3.24983, -2.33597)  0.128
Si (-1.95357, 3.47518, -1.81329)  0.322
Si (0.27082, -1.85428, 3.76384)  0.069
N (-0.44500, -0.08275, -1.84162)  2.142
N (-2.69297, -1.56742, -0.44807)  -0.650
N (-1.98708, 0.60088, 0.93043)  1.453
N (0.84410, 0.72565, 1.13269)  2.782
N (1.48609, -1.58367, -0.13422)  1.260
C (-0.62821, -2.23863, 2.12550)  1.211
C (-3.36480, 2.39697, -2.40304)  -0.863
C (-0.27610, -0.25179, 4.50575)  -1.114
C (-2.37327, 3.92644, 0.00096)  -1.084
C (1.66629, 2.66725, 2.29757)  -1.634
C (-0.84222, -0.15743, -4.62787)  -1.371
C (3.49353, -0.62463, -0.98911)  -0.779
C (-3.66490, -1.05557, 0.56426)  -1.026
C (-3.41674, 0.39328, 0.83544)  -0.718
C (0.06558, -3.15781, 5.16560)  -1.387
C (2.11182, 0.52648, 0.65771)  -0.436
C (-0.56860, 1.09560, -2.53696)  -1.948
C (2.33331, -0.57551, -0.24830)  0.458
C (-1.85445, 5.07848, -2.80267)  -1.276
C (-0.67535, -1.28495, -3.89417)  -1.069
C (3.18692, 1.28031, 1.04884)  -0.999
C (2.91474, 2.40811, 1.87102)  -0.444
C (1.37695, 4.10487, -4.02319)  -1.444
C (1.46630, 4.51650, -0.89178)  -1.070
C (-1.53775, -5.27899, 2.75645)  -1.298
C (2.11515, -1.79209, 3.42197)  -0.592
C (-0.41349, 2.41190, -1.80426)  2.819
C (-0.52628, -1.18217, -2.57960)  -0.106
C (0.63599, 1.74843, 1.97539)  -1.559
C (3.11088, -2.94029, -1.35306)  -1.216
C (-0.80947, 1.04647, -3.93486)  -0.121
C (1.86954, -2.76507, -0.72712)  -0.460
C (3.94094, -1.84970, -1.47423)  -0.667
C (2.58266, 2.03197, -2.39573)  -0.629
C (1.28556, -4.80208, 1.83721)  -1.256
C (-0.93914, -4.59188, -0.07838)  -1.421
H (-1.63611, 3.53926, 0.74545)  0.064
H (3.36501, 2.28391, -1.66807)  0.308
H (-3.39037, 2.13779, -3.45695)  0.355
H (-2.02317, -4.81372, -0.22494)  0.299
H (-0.91991, 2.01338, -4.46769)  0.608
H (2.43776, 5.07596, -1.07896)  0.329
H (-0.49832, -3.93225, -0.81265)  0.270
H (-3.37578, -1.71742, 1.38072)  0.394
H (-1.35215, -5.29440, 3.85258)  0.346
H (-0.95002, -3.46887, 5.16294)  0.369
H (-0.67966, -2.32419, -4.29761)  0.487
H (-4.70897, -1.29933, 0.30637)  0.472
H (2.70199, -1.37280, 4.23864)  0.484
H (-1.72579, -2.13838, 2.26986)  -0.366
H (4.16621, 0.24782, -1.07980)  0.443
H (1.18709, -5.79108, 1.37109)  0.484
H (-1.78170, 1.52632, 1.32983)  -0.547
H (0.71936, -4.03172, 5.07904)  0.331
H (-1.18814, -6.27675, 2.46655)  0.349
H (-0.92474, 5.53711, -2.66058)  0.395
H (1.15115, -3.58938, -0.64804)  0.121
H (-0.42142, -5.56844, -0.16301)  0.438
H (-3.86522, 0.67136, 1.80842)  0.534
H (-2.89001, -1.08229, -1.35674)  0.288
H (-4.31382, 2.86789, -2.08463)  0.452
H (3.35156, -3.90610, -1.81648)  0.450
H (1.44859, -4.92825, 2.97008)  0.222
H (1.40845, 4.14466, 0.09550)  0.237
H (1.46874, 3.61942, 2.77146)  0.475
H (-1.29040, -0.03241, 4.13022)  0.283
H (0.37840, -2.71210, 6.09033)  0.409
H (2.40251, -1.20688, 2.48679)  -0.053
H (2.99076, 2.00785, -3.36980)  0.801
H (0.26109, 0.67988, 4.15975)  0.234
H (-0.32084, 1.93042, 2.33514)  1.497
H (2.06377, -4.18987, 1.52482)  0.409
H (-3.23851, 1.36792, -1.90806)  -0.009
H (-3.30010, 3.56111, 0.32860)  0.499
H (0.87734, 3.65206, -4.84438)  0.418
H (0.62634, 5.15793, -1.03912)  0.358
H (-0.09480, 2.17278, -0.80593)  -1.819
H (-2.42562, 4.98928, 0.25605)  0.494
H (4.11582, 0.96595, 0.61673)  1.005
H (-3.91100, 0.94622, 0.09381)  0.250
H (-1.83629, 4.92436, -3.87178)  0.381
H (-2.61992, 5.76451, -2.52657)  0.419
H (1.13598, 5.14565, -4.08842)  0.448
H (-2.64168, -5.36965, 2.66159)  0.385
H (2.39210, 3.98557, -4.26443)  0.565
H (-0.49060, -2.14251, -2.08655)  -0.077
H (-0.38095, -0.30033, 5.60338)  0.461
H (2.42029, -2.78450, 3.23498)  0.415
H (2.11147, 1.07786, -2.20926)  -0.365
H (-0.94028, -0.12924, -5.71334)  0.457
H (-2.80546, -2.58474, -0.48939)  0.156